(1)
Molecular formula: C16H49N3O7
Method: DFT, ωB97M-V/def2-TZVPD

```
75
Properties=species:S:1:pos:R:3
C -1.1933 -4.6203 -4.9195
C -2.2202 -3.8916 -3.9313
C -1.3520 -2.8442 -3.1387
O -0.4050 -3.4710 -2.2699
C 0.5553 -2.5812 -1.7954
N -3.3093 -3.2662 -4.5992
H -0.3972 -5.1255 -4.3726
H -0.7508 -3.9154 -5.6234
H -1.6303 -5.4738 -5.4378
H -2.6394 -4.5883 -3.2053
H -1.9205 -2.2797 -2.3997
H -0.8658 -2.1069 -3.7775
H 0.0458 -1.8871 -1.1270
H 0.9835 -1.9871 -2.6026
H 1.3855 -3.1676 -1.4017
H -3.7931 -4.0518 -5.0101
H -3.0101 -2.8080 -5.4481
C 3.5928 -0.8034 3.7924
C 3.4364 -2.1224 2.9777
C 2.8404 -1.6096 1.6236
O 1.4750 -1.1287 1.6396
C 0.9382 -0.6666 0.3516
N 4.7272 -2.8127 2.7252
H 4.2538 -0.0793 3.3161
H 4.0716 -1.0202 4.7474
H 2.5700 -0.4538 3.9328
H 2.6670 -2.7433 3.4367
H 2.7898 -2.4016 0.8765
H 3.6016 -0.9025 1.2938
H 1.7450 -0.3009 -0.2836
H 0.2339 0.1598 0.4475
H 0.4425 -1.4251 -0.2542
H 4.4774 -3.6933 2.2984
H 5.1187 -3.0146 3.6341
C 0.4388 2.4418 0.3006
C 0.7063 3.8481 0.7485
C 2.1170 4.1615 1.1556
O 2.4493 3.1280 2.0894
C 3.6052 3.3925 2.9178
N 0.2564 4.8003 -0.2623
H 0.9367 1.6923 0.9157
H 0.7692 2.3800 -0.7363
H -0.5953 2.0973 0.2886
H -0.0528 4.0270 1.5100
H 2.1889 5.1433 1.6234
H 2.8296 4.0068 0.3454
H 3.6946 4.4120 3.2930
H 4.5936 3.0971 2.5659
H 3.4600 2.7349 3.7749
H 0.6757 5.7191 -0.2762
H 0.5363 4.4085 -1.1501
C -1.3005 1.4248 2.1970
O -1.8637 1.4964 0.8979
H -0.2189 1.5474 2.2526
H -1.7888 2.1432 2.8555
H -1.5744 0.4827 2.6721
H -2.0732 2.4028 0.6611
C -4.1468 1.2717 1.7163
O -3.7874 0.8304 0.4315
H -4.7222 2.1919 1.6160
H -4.7987 0.5716 2.2388
H -3.2331 1.5818 2.2234
H -2.8336 0.8839 0.5267
C -1.2788 -0.5584 -0.0675
O -0.4978 0.6071 -0.3780
H -1.7660 -0.4788 0.9043
H -2.0837 -0.5953 -0.8015
H -0.6649 -1.4552 0.0155
H -0.8657 1.4326 -0.0542
C -3.0449 0.7471 -2.1990
O -3.2631 1.6892 -3.2543
H -2.3372 -0.0430 -2.4498
H -2.6070 1.1973 -1.3081
H -3.9675 0.2836 -1.8497
H -2.3563 1.9389 -3.4465
```

Summary:
- spin multiplicity = 1
- HOMO-LUMO gap (hartree) = 0.307
- ΔE to the lowest compared entry with this formula, charge and spin (kJ/mol) = 1744.4
- total charge = 0

Mulliken atomic charge list, values in e, 2 entries: C -1.37; C 0.29

---

(2)
Molecular formula: C7H10N2O2S
Method: DFT, ωB97M-V/def2-TZVPD

```
22
Properties=species:S:1:pos:R:3
C -0.4751 0.2122 0.7525
C 0.7625 0.5683 1.0948
C -0.5989 -0.5641 -0.8093
C 0.5029 -0.2460 -1.6722
C -1.6952 0.3091 1.4964
C 1.4012 1.0710 2.3904
C 0.2270 -0.4579 -3.1383
N 1.5397 0.3574 -1.2100
N 1.7378 0.5305 0.0904
O -1.7266 -2.5750 0.5174
O -1.9035 -0.6898 -1.2972
S -1.3011 -2.1888 -0.7992
H -2.5020 0.4148 0.8033
H -1.8308 1.1389 2.1911
H -1.8130 -0.7058 2.0670
H 0.6546 1.7077 3.0202
H 2.1678 1.7921 2.0882
H 1.9150 0.2877 2.8942
H 0.2344 -1.5539 -3.3782
H 0.9802 -0.2484 -3.9492
H -0.7929 -0.1904 -3.3983
H 2.5157 1.0304 0.2459
```

Summary:
- spin multiplicity = 1
- HOMO-LUMO gap (hartree) = 0.315
- ΔE to the lowest compared entry with this formula, charge and spin (kJ/mol) = 433.9
- total charge = 0

natural (NBO) atomic charge list, values in e, 2 entries: C -0.03; C 0.14

---

(3)
Molecular formula: H6O3
Method: DFT, ωB97M-V/def2-TZVPD

```
9
Properties=species:S:1:pos:R:3
O -0.4528 0.5385 1.4963
H -0.9448 1.2390 1.9981
H -0.8766 0.5147 0.6316
O 1.3821 0.3474 -0.5480
H 1.1394 0.4415 0.3995
H 2.2909 0.6741 -0.5931
O -1.1277 -0.9826 -1.1292
H -1.2325 -1.9309 -0.9316
H -0.1779 -0.8416 -1.3236
```

Summary:
- spin multiplicity = 1
- HOMO-LUMO gap (hartree) = 0.448
- ΔE to the lowest compared entry with this formula, charge and spin (kJ/mol) = 17.2
- total charge = 0
- SMILES = O.O.O

natural (NBO) atomic charge list, values in e, 2 entries: O -0.97; H 0.48

---

(4)
Molecular formula: C39H82N5O12PS2
Method: DFT, ωB97M-V/def2-TZVPD

```
141
Properties=species:S:1:pos:R:3
C -7.3425 -0.3027 4.9493
C -6.2769 0.9362 5.3078
O -6.2461 1.8591 4.1637
P -4.6297 2.4087 3.7978
O -3.6178 2.3588 5.0105
C -4.0516 1.3503 2.2708
C -2.5169 0.7929 2.4098
C -1.5995 1.0273 1.0310
S 0.2122 1.0689 1.6230
O 0.3465 -0.1580 2.6021
O 0.3538 2.4423 2.3841
N 1.3522 0.9952 0.2903
S 3.0203 1.0620 0.8856
O 3.1178 1.0973 2.4304
O 3.6941 -0.2565 0.3391
O 3.8025 2.4689 0.3053
C 5.0509 2.7485 1.0332
C 4.9679 4.1132 1.9909
N 4.4293 3.7232 3.3495
C 5.3766 4.0841 4.4798
C 6.0270 2.6318 4.9946
C 4.8833 1.7638 5.8220
O 7.2379 2.8166 5.8168
O -4.7680 4.0652 3.2707
C -3.4635 4.6629 2.9502
C -3.6201 6.2924 3.2944
H -6.8937 -0.8287 4.0024
H -7.2754 -1.0382 5.8848
H -8.4474 0.0651 4.8310
H -5.2621 0.4069 5.5507
H -6.6592 1.5106 6.2762
H -4.7561 0.3924 2.2606
H -4.2702 1.9617 1.2900
H -1.8888 1.3118 3.2791
H -2.4790 -0.3711 2.6686
H -1.9072 2.0227 0.4620
H -1.7137 0.0694 0.3463
H 5.8699 3.0152 0.2084
H 5.4898 1.8334 1.6273
H 6.0533 4.5574 1.9954
H 4.2736 4.9348 1.4830
H 3.4610 4.0914 3.5157
H 4.8421 4.6611 5.3745
H 6.2757 4.7640 4.1542
H 6.2242 2.0137 3.9939
H 3.7936 1.8955 5.3565
H 4.8930 2.0528 6.9772
H 5.1368 0.6095 5.6765
H 6.9786 3.2840 6.6801
H -3.1540 4.6055 1.8215
H -2.5691 4.2934 3.6078
H -4.2911 6.3565 4.2750
H -2.5428 6.7356 3.5303
H -4.1042 6.8237 2.3678
C 0.4770 3.5070 -4.5052
C -0.2723 2.5549 -3.5327
C 0.0359 1.0796 -3.9024
C -0.6827 0.6085 -5.1637
C -2.1818 0.8737 -5.0708
C -2.5264 2.3451 -4.7213
N -1.7421 2.8642 -3.5515
O -2.3049 2.3110 -2.3862
C -2.2859 3.2465 -5.9623
C -4.0731 2.4480 -4.5029
C 0.3912 2.8607 -2.1486
H 0.4397 3.1848 -5.5455
H 0.0853 4.5285 -4.4406
H 1.5461 3.5616 -4.2656
H -0.2535 0.4192 -3.0747
H 1.1165 0.9414 -4.0365
H -0.2633 1.0971 -6.0490
H -0.5106 -0.4652 -5.3003
H -2.6525 0.5896 -6.0213
H -2.6035 0.2012 -4.3121
H -2.3771 4.3079 -5.7031
H -3.0267 3.0443 -6.7466
H -1.3205 3.0901 -6.4396
H -4.4364 1.7751 -3.7175
H -4.6187 2.1717 -5.4136
H -4.3680 3.4718 -4.2419
H 0.1986 3.8945 -1.8378
H 1.4793 2.7289 -2.1965
H 0.0424 2.1913 -1.3538
C 2.7518 -0.9492 -7.8444
C 1.8566 -2.2130 -7.9682
C 1.7852 -2.9407 -6.5994
C 3.0654 -3.6925 -6.2456
C 3.4766 -4.6338 -7.3730
C 3.5766 -3.9341 -8.7537
N 2.3729 -3.0948 -9.0692
O 1.3317 -3.9688 -9.4334
C 4.8594 -3.0611 -8.8048
C 3.8492 -5.0285 -9.8395
C 0.4419 -1.6216 -8.2817
H 3.6596 -1.1133 -7.2644
H 3.0315 -0.5632 -8.8312
H 2.2277 -0.1384 -7.3236
H 0.9543 -3.6581 -6.6011
H 1.5629 -2.2218 -5.8003
H 3.8739 -2.9889 -6.0224
H 2.9054 -4.2708 -5.3285
H 4.4362 -5.1005 -7.1140
H 2.7460 -5.4521 -7.4212
H 4.8789 -2.4402 -9.7083
H 5.7616 -3.6858 -8.8269
H 4.9862 -2.4138 -7.9393
H 3.0767 -5.8058 -9.8616
H 4.7955 -5.5485 -9.6456
H 3.9184 -4.5838 -10.8399
H 0.4370 -1.0983 -9.2452
H 0.1387 -0.8994 -7.5135
H -0.3428 -2.3866 -8.3010
C -1.4284 -2.8777 4.3103
C -1.3721 -2.4061 5.7895
C 0.0074 -2.7663 6.4022
C 0.1645 -4.2532 6.7083
C -0.9915 -4.7610 7.5639
C -2.3867 -4.4345 6.9702
N -2.5209 -2.9983 6.5551
O -2.6872 -2.2338 7.7250
C -2.6695 -5.3644 5.7595
C -3.4751 -4.8652 8.0097
C -1.4634 -0.8480 5.6733
H -1.0015 -3.8677 4.1520
H -2.4570 -2.8751 3.9321
H -0.8487 -2.2135 3.6574
H 0.1600 -2.2055 7.3335
H 0.8141 -2.4555 5.7259
H 0.2344 -4.8302 5.7806
H 1.1095 -4.4170 7.2387
H -0.8822 -5.8449 7.7016
H -0.8987 -4.3185 8.5645
H -3.5790 -5.0574 5.2297
H -2.8241 -6.4010 6.0855
H -1.8529 -5.4136 5.0420
H -3.3508 -4.3745 8.9820
H -3.4265 -5.9432 8.2070
H -4.4839 -4.6447 7.6398
H -2.4257 -0.5391 5.2480
H -0.6740 -0.4555 5.0204
H -1.3346 -0.3425 6.6374
```

Summary:
- spin multiplicity = 4
- HOMO-LUMO gap (alpha / beta) (hartree) = 0.289 / 0.248
- total charge = -1
- expectation value of S² = 3.764

Mulliken atomic charge list, values in e, 2 entries: C -0.87; C -0.10

---

(5)
Molecular formula: CClFN2O3
Method: DFT, ωB97M-V/def2-TZVPD

```
8
Properties=species:S:1:pos:R:3
O 0.5056 -2.2617 -0.1575
N 0.6789 -1.1758 -0.6125
C 0.5811 -0.0319 0.2606
F 0.4808 -0.1295 1.6419
Cl 1.9224 1.1458 -0.1757
N -0.8202 0.8550 -0.0629
O -0.6976 2.0063 -0.0510
O -1.7259 0.1017 -0.2220
```

Summary:
- spin multiplicity = 1
- HOMO-LUMO gap (alpha / beta) (hartree) = 0.327 / 0.327
- ΔE to the lowest compared entry with this formula, charge and spin (kJ/mol) = 36.2
- total charge = 0
- SMILES = O=N[C@@](F)(Cl)[N+](=O)[O-]

natural (NBO) atomic charge list, values in e, 2 entries: O -0.17; N 0.10

---

(6)
Molecular formula: C23H28HfNO
Method: DFT, ωB97M-V/def2-TZVPD

```
54
Properties=species:S:1:pos:R:3
C -2.0780 2.5255 -1.3640
C -1.2833 1.5400 -2.0260
C -1.5362 0.2749 -1.4194
H -0.6535 1.6840 -2.9016
C -2.4536 0.4816 -0.3423
C -2.8072 1.8631 -0.3201
H -2.8882 -0.3099 0.2692
C 1.2074 3.7959 0.2652
C 0.8883 3.2986 -1.0393
C 1.5425 2.0337 -1.2050
H 0.4016 3.8771 -1.8252
C 2.3055 1.7648 0.0006
C 2.0689 2.8705 0.8981
H -1.1770 -0.6923 -1.7775
H -3.5284 2.3242 0.3576
H -2.1554 3.5901 -1.6300
H 2.4010 2.9192 1.9306
H 1.5538 1.4229 -2.1080
H 0.9188 4.7666 0.6674
Hf -0.4412 1.6559 0.3718
C 2.5372 0.3473 0.5653
C 3.3411 0.3939 1.8488
C 3.0069 -0.6623 -0.4872
H 4.2717 0.9667 1.7302
H 3.6042 -0.6013 2.2140
H 2.7626 0.8724 2.6405
H 3.9877 -0.3911 -0.9057
H 2.3129 -0.7388 -1.3379
H 3.1377 -1.6834 -0.0873
C 1.0244 0.0870 0.9860
C 0.1085 -0.7503 1.9058
H 0.5183 -0.1106 -0.0386
H 0.8596 1.0800 1.6010
O -0.8392 -0.0756 2.4959
N 0.1957 -2.1292 1.7354
C -1.1197 -2.7606 1.3291
H 0.5736 -2.6288 2.5427
C -1.1653 -3.0779 -0.1398
C -2.4212 -3.2400 -0.7417
H -3.3173 -3.1107 -0.1162
C -2.5133 -3.5499 -2.1026
H -3.4997 -3.6816 -2.5488
C -1.3458 -3.6911 -2.8611
H -1.4205 -3.9442 -3.9151
C -0.0923 -3.5131 -2.2728
H 0.8279 -3.6386 -2.8445
C -0.0010 -3.1761 -0.9117
H 0.9633 -3.0068 -0.4194
H -1.9497 -2.0546 1.5662
H -1.2995 -3.6967 1.9135
C -1.2156 2.4869 2.2155
H -0.4960 2.5204 3.0496
H -2.1035 1.9447 2.5871
H -1.5197 3.5276 2.0019
```

Summary:
- spin multiplicity = 1
- HOMO-LUMO gap (hartree) = 0.299
- total charge = +1

natural (NBO) atomic charge list, values in e, 2 entries: C -0.34; C -0.24

---

(7)
Molecular formula: C3H3F3O
Method: DFT, ωB97M-V/def2-TZVPD

```
10
Properties=species:S:1:pos:R:3
C 0.5721 0.4886 -1.4803
C 0.8054 -0.1384 -0.0741
C -1.3956 -0.3025 1.4861
O -0.2769 -0.5196 0.5575
F 1.8488 0.4282 0.6142
F -0.9063 -0.1430 2.7311
F 0.2968 -0.5852 -2.2743
H 1.4449 0.9674 -1.8779
H -0.3707 1.1054 -1.1865
H -2.0184 -1.3009 1.5042
```

Summary:
- spin multiplicity = 1
- HOMO-LUMO gap (alpha / beta) (hartree) = 0.281 / 0.348
- ΔE to the lowest compared entry with this formula, charge and spin (kJ/mol) = 490.3
- total charge = 0

natural (NBO) atomic charge list, values in e, 2 entries: C -0.03; C 0.66

---

(8)
Molecular formula: C6H13NO
Method: DFT, ωB97M-V/def2-TZVPD

```
21
Properties=species:S:1:pos:R:3
C -2.5586 -1.6470 -2.3394
C -1.2519 -1.6630 -1.4972
C -1.0940 -0.3574 -0.6944
C 0.0878 -0.3600 0.2819
C 0.6108 1.0036 0.7770
N 0.9731 2.0548 -0.1504
C 1.8456 0.5979 1.6196
O 1.8651 0.7194 2.8127
H -2.2444 -1.6650 -3.3760
H -3.2286 -0.8620 -2.0197
H -3.1027 -2.5768 -2.1670
H -1.2552 -2.4727 -0.7628
H -0.3802 -1.8152 -2.1346
H -2.0845 -0.1721 -0.2769
H -0.9221 0.4821 -1.3857
H 0.8701 -0.8977 -0.2595
H -0.2166 -0.8202 1.2232
H -0.0189 1.4348 1.5576
H 1.9251 1.9826 -0.5118
H 0.4497 1.9765 -1.0200
H 2.6882 0.1697 1.0393
```

Summary:
- spin multiplicity = 1
- HOMO-LUMO gap (hartree) = 0.390
- ΔE to the lowest compared entry with this formula, charge and spin (kJ/mol) = 157.6
- total charge = 0
- SMILES = CCCC[C@H](N)C=O

natural (NBO) atomic charge list, values in e, 2 entries: C -0.62; C -0.39

---

(9)
Molecular formula: C44H46F6O4S2
Method: DFT, ωB97M-V/def2-TZVPD

```
102
Properties=species:S:1:pos:R:3
F 5.3909 2.1102 2.2871
C 5.6599 1.0252 1.5681
C 5.0979 -0.2408 2.0271
C 5.4399 -1.4008 1.3991
C 6.4789 -1.4308 0.3951
C 7.0249 -0.2178 -0.1009
C 6.6619 0.9672 0.5421
H 4.2699 -0.2168 2.7711
H 5.0299 -2.2728 1.6861
H 6.7309 -2.3228 -0.1259
H 7.7419 -0.4268 -0.8979
H 7.2569 1.8602 0.1821
F 3.7509 -1.5048 4.8781
C 2.5259 -2.0578 4.9771
C 1.8239 -1.8788 6.2521
C 0.5819 -2.4788 6.5901
C 0.0009 -3.2468 5.5131
C 0.6539 -3.4588 4.3171
C 1.8769 -2.8478 4.0331
H 2.2589 -1.3338 7.0971
H -0.0281 -2.4408 7.6221
H -1.0911 -3.6318 5.7121
H 0.2139 -4.0958 3.5611
H 2.3689 -3.1438 3.0371
F 3.8299 3.6382 4.4761
C 2.5899 3.7752 3.8321
C 1.9209 4.9312 3.7821
C 0.7269 4.8472 2.9781
C 0.2139 3.6582 2.5381
C 0.9969 2.4462 2.7031
C 2.1539 2.4422 3.3811
H 2.4769 5.7972 4.0511
H -0.1841 5.6152 2.9641
H -0.5961 3.7412 1.8671
H 0.9149 1.5622 2.0541
H 2.8049 1.2692 3.4481
F -3.7661 -1.9558 1.1471
C -4.6821 -1.6658 2.0291
C -4.5081 -1.9318 3.3991
C -5.4151 -1.7468 4.3251
C -6.7771 -1.5468 3.9671
C -7.0231 -1.0888 2.6811
C -6.0411 -1.2208 1.5581
H -3.6031 -2.3218 3.8321
H -5.2421 -1.9498 5.2791
H -7.5881 -1.5328 4.5931
H -8.0411 -0.8708 2.2511
H -6.5551 -0.8958 0.5381
F -2.7321 2.0992 -1.2359
C -3.9091 2.7182 -1.2109
C -4.7721 2.5412 -0.1229
C -6.0751 3.1032 -0.1509
C -6.4531 4.1112 -1.1069
C -5.4461 4.3532 -2.2219
C -4.2341 3.5832 -2.2719
H -4.4971 2.0182 0.6271
H -6.8171 3.0242 0.5701
H -7.4961 4.6092 -1.0999
H -5.5331 4.9092 -2.9029
H -3.5411 3.7142 -3.2029
F -1.7491 -1.1418 -0.8459
C -0.4971 -0.7408 -0.6299
C 0.0909 0.3662 -1.2149
C 1.3409 0.7552 -0.8079
C 2.1409 -0.0008 0.0791
C 1.6309 -1.1578 0.6721
C 0.2449 -1.4518 0.3631
H -0.6081 1.1002 -1.7119
H 1.6719 1.7672 -1.2179
H 3.0769 0.3712 0.3621
H 2.0149 -1.6058 1.3101
H -0.2941 -2.2248 1.1691
C 3.1289 -0.6508 -3.8799
C 4.1809 -0.5248 -2.8169
C 4.6159 -1.8088 -2.4819
S 4.2549 -2.9418 -3.8589
O 3.2359 -3.9028 -3.4779
O 5.4229 -3.4048 -4.6019
C 3.5819 -1.7158 -4.8639
H 2.7369 0.2762 -4.2009
H 2.2499 -0.9838 -3.2919
H 3.8779 0.1072 -2.1769
H 5.0919 0.1372 -3.3379
H 4.1659 -2.2618 -1.6529
H 5.6069 -1.9488 -2.2029
H 2.7709 -2.3098 -5.2629
H 4.3289 -1.3128 -5.4559
C -3.0521 0.9632 -5.5339
C -2.4241 0.3492 -4.3399
C -1.9061 -0.9618 -4.6369
S -3.2281 -1.6368 -5.5569
O -4.0441 -2.1498 -4.5499
O -2.7651 -2.4108 -6.7069
C -3.8211 -0.1098 -6.1699
H -2.1751 1.2452 -6.4519
H -3.5721 1.8492 -5.1959
H -3.2861 0.2812 -3.5479
H -1.5571 1.0442 -3.8879
H -1.6401 -1.6018 -3.6419
H -1.1401 -0.5368 -5.3049
H -4.9081 -0.1488 -5.8529
H -3.6191 -0.0588 -7.2549
```

Summary:
- spin multiplicity = 1
- HOMO-LUMO gap (hartree) = 0.345
- ΔE to the lowest compared entry with this formula, charge and spin (kJ/mol) = 283.9
- total charge = 0

Mulliken atomic charge list, values in e, 2 entries: F -0.27; C 0.65

---

(10)
Molecular formula: CH4N4
Method: DFT, ωB97M-V/def2-TZVPD

```
9
Properties=species:S:1:pos:R:3
C 1.6578 -0.7951 -0.3877
N 2.5544 0.1933 -0.3435
N 1.5613 1.1090 0.0605
N 0.8191 -0.0394 0.3619
N -1.6977 0.1618 -0.4969
H 1.6245 -1.8276 -0.6323
H 1.9608 1.7298 0.8599
H -1.0321 0.3871 -1.3593
H -1.9979 1.1383 -0.3331
```

Summary:
- spin multiplicity = 1
- HOMO-LUMO gap (alpha / beta) (hartree) = 0.354 / 0.341
- ΔE to the lowest compared entry with this formula, charge and spin (kJ/mol) = 754.5
- total charge = 0

natural (NBO) atomic charge list, values in e, 2 entries: C 0.04; N -0.16